Formula: H50O25
Source: the OMol25 dataset
Level of theory: ωB97M-V with the def2-TZVPD basis set

The geometry in XYZ format:
```
75
Properties=species:S:1:pos:R:3:forces:R:3
O 1.8772 -4.1822 -0.3603 0.97 1.24 0.70
H 2.0822 -4.5435 -1.2227 0.36 -0.26 -0.57
H 1.2501 -4.7999 0.0158 -0.71 -0.59 0.08
O 1.4522 -1.5555 -1.1812 0.11 0.26 -0.48
H 1.7373 -2.3121 -0.6689 -0.03 -0.93 0.13
H 2.2571 -1.2094 -1.5665 0.12 0.14 -0.08
O -0.4275 -3.6263 -2.8966 0.65 -0.69 -0.09
H -1.3709 -3.6217 -2.7347 -0.35 0.27 -0.10
H -0.1754 -2.7032 -2.8727 -0.09 0.40 0.15
O -1.7173 4.6413 -0.6330 0.46 -0.04 0.10
H -1.7892 5.5820 -0.7944 0.07 0.22 -0.14
H -2.3557 4.4670 0.0587 -0.62 -0.07 0.41
O -2.2510 2.9035 4.5735 0.14 0.55 0.25
H -1.5762 3.0540 3.9115 0.33 -0.22 -0.50
H -2.4257 3.7705 4.9396 -0.21 0.14 0.28
O 4.1689 -1.7707 -1.9754 0.02 0.28 0.07
H 4.0863 -2.0539 -2.8860 -0.14 -0.20 -0.39
H 5.0355 -2.0760 -1.7069 0.24 -0.16 0.21
O 1.9231 1.5966 -2.8737 -0.27 -0.56 -0.53
H 1.4235 1.5127 -2.0616 -0.26 0.23 0.31
H 2.8388 1.5741 -2.5956 0.55 0.03 0.13
O 2.3104 2.7586 2.0433 0.04 0.28 0.12
H 2.5017 3.3688 2.7555 0.25 0.23 0.21
H 2.9494 2.0543 2.1526 0.05 -0.36 -0.13
O -3.3032 0.5052 4.0237 -0.44 -0.10 0.35
H -2.6477 0.1127 3.4470 -0.08 -0.31 -0.52
H -2.9169 1.3382 4.2941 -0.15 0.18 0.21
O -3.5675 4.1426 1.5542 0.16 0.14 -0.32
H -4.1908 4.3623 2.2466 -0.28 0.00 0.07
H -2.7392 4.0017 2.0127 0.33 -0.26 0.32
O -0.0366 -5.7929 0.3362 -0.02 -0.25 0.08
H -0.7592 -5.1812 0.4774 -0.42 0.23 -0.04
H 0.1118 -6.1912 1.1938 -0.03 -0.28 0.29
O 1.8210 -5.3602 -2.7790 0.66 -0.34 0.01
H 2.0584 -5.5250 -3.6915 0.14 -0.10 -0.13
H 1.0488 -4.7968 -2.8298 -1.09 0.48 -0.12
O -1.9655 -0.9196 2.1181 -0.86 0.16 -0.39
H -1.2835 -1.0622 2.7744 0.62 -0.45 0.42
H -1.4941 -0.6057 1.3464 0.49 0.34 -0.90
O -3.2081 -3.1091 3.1808 -0.33 -0.84 0.22
H -2.6511 -3.2083 3.9529 -0.02 0.03 0.17
H -2.6955 -2.5644 2.5835 0.15 0.58 -0.32
O 0.9843 2.4042 -0.3452 -0.26 -0.19 -0.09
H 0.1670 2.8556 -0.5561 -0.41 0.39 -0.33
H 1.3232 2.8670 0.4211 0.44 -0.07 0.14
O -0.9679 0.5711 -3.3507 0.37 -0.65 -0.32
H -0.2764 0.5089 -4.0097 0.24 -0.10 -0.13
H -0.9632 1.4905 -3.0841 -0.50 0.71 0.14
O -4.5159 0.0039 0.8450 -0.33 0.07 -0.53
H -3.8508 -0.6316 1.1096 0.16 -0.11 0.30
H -4.3961 0.7404 1.4445 0.08 0.07 0.33
O -2.4197 -1.5711 -2.5867 -0.44 -1.14 0.09
H -2.0094 -0.7808 -2.9381 0.34 0.74 -0.17
H -2.2230 -1.5475 -1.6503 -0.03 0.29 0.30
O -0.1302 -1.8401 3.6830 0.03 0.11 0.79
H -0.2880 -2.4478 4.4055 -0.12 0.00 0.27
H 0.5873 -2.2363 3.1885 0.63 -0.27 -0.67
O -0.2759 3.7850 2.5008 -0.70 0.28 0.18
H 0.5507 3.4868 2.1213 0.13 -0.46 -0.09
H -0.0278 4.1779 3.3376 0.19 0.29 0.19
O 2.4209 3.8896 -4.2122 0.17 0.83 -0.49
H 3.3401 4.0799 -4.0249 0.18 0.11 -0.03
H 2.2584 3.0479 -3.7863 -0.45 -0.54 0.34
O -1.8241 3.0406 -2.7601 0.09 -0.46 -0.50
H -1.8979 3.4434 -1.8949 -0.06 0.44 0.41
H -2.0005 3.7544 -3.3730 0.04 0.06 -0.21
O -0.3861 -0.1314 -0.1316 -1.32 0.36 0.82
H 0.0123 0.7388 -0.1481 0.13 0.35 0.09
H 0.2843 -0.7091 -0.4964 0.52 -0.44 -0.40
O 2.0307 -2.8146 2.1462 -0.06 0.26 0.67
H 2.7048 -2.1395 2.0680 0.13 0.17 0.05
H 2.0676 -3.2880 1.3151 0.00 -0.47 -0.71
O 4.5601 1.0287 -2.4791 0.18 0.45 -0.07
H 5.4663 1.1115 -2.1822 0.19 0.20 0.03
H 4.3093 0.1368 -2.2386 -0.06 -0.68 0.09
```
Positions in Å, forces in eV/Å.

As for the multiplicity: 1. Its total energy is -1911.02176 hartree. The calculation puts the HOMO-LUMO gap at 8.818 eV. The LUMO energy is -0.8116 eV. The calculation puts the relative energy (zero: lowest compared OMol25 entry of this formula, charge and spin) at 73.9 kcal per mole.

Atom charges from the Mulliken analysis, given in e for atoms 1 to 4:
1 O -0.6976
2 H 0.2735
3 H 0.3711
4 O -0.5984

Formula: H50O25
Source: the OMol25 dataset
Level of theory: ωB97M-V with the def2-TZVPD basis set

The geometry in XYZ format:
```
75
Properties=species:S:1:pos:R:3:forces:R:3
O -4.9730 -1.2648 -2.7533 -0.13 -0.17 -0.16
H -5.5037 -0.5057 -2.9948 -0.25 0.16 -0.06
H -4.2493 -0.8994 -2.2443 0.34 -0.03 0.28
O -3.2793 -3.5540 2.9866 -0.01 -0.57 0.56
H -3.2152 -2.9487 2.2479 0.12 0.34 -0.71
H -3.5983 -3.0158 3.7110 -0.09 0.31 0.29
O 1.1504 -3.9507 0.8640 0.52 0.12 -0.11
H 0.5137 -3.9278 1.5784 -0.48 0.07 0.46
H 0.6932 -4.3938 0.1492 -0.09 -0.01 -0.34
O 0.2252 0.1555 -0.1981 -0.11 0.64 0.62
H -0.3646 -0.5623 0.0325 -0.14 -0.30 0.01
H 0.5474 -0.0697 -1.0708 0.07 -0.39 -0.25
O 4.0668 2.6332 -2.3133 -0.46 0.09 -0.54
H 4.3856 2.5484 -1.4147 0.30 -0.52 0.66
H 4.2888 3.5302 -2.5630 0.07 0.19 -0.22
O 0.0313 -1.9177 4.7432 0.60 0.28 0.52
H 0.9430 -2.0021 5.0224 0.02 0.13 0.21
H -0.0773 -2.5912 4.0717 -0.15 -0.63 -0.48
O -5.0040 0.3201 0.7276 0.23 -0.12 -0.24
H -5.1164 1.2011 1.0846 0.04 0.20 0.23
H -5.8889 0.0423 0.4910 -0.28 -0.10 -0.05
O -0.8006 3.5466 1.4836 -0.10 -0.02 -0.05
H -0.2032 4.1666 1.0653 0.25 0.37 -0.04
H -1.5713 3.5357 0.9161 -0.25 -0.01 -0.21
O -0.2598 1.2685 -5.7676 -0.20 0.04 -0.33
H -1.0251 1.8358 -5.6739 -0.22 0.12 -0.17
H -0.0568 0.9898 -4.8747 0.37 -0.21 0.34
O 2.7973 0.0145 5.0418 0.23 0.08 0.54
H 2.5443 0.2254 4.1431 -0.26 0.04 -0.52
H 2.6286 -0.9240 5.1247 0.15 -0.07 -0.03
O 1.8570 0.3745 2.2797 0.08 0.31 0.56
H 2.5911 0.2838 1.6722 0.24 -0.20 -0.23
H 1.0794 0.2358 1.7390 -0.21 -0.24 -0.50
O 0.4910 -0.8672 -2.7925 0.12 0.39 0.55
H 1.0261 -0.0893 -2.9502 0.29 0.57 -0.32
H 0.6258 -1.4124 -3.5676 0.15 -0.40 -0.61
O 3.6984 -2.2831 1.2778 0.36 0.46 0.21
H 4.0801 -2.4442 0.4149 0.07 -0.08 -0.18
H 2.8872 -2.7912 1.2801 -0.54 -0.34 -0.12
O 3.3482 4.2287 1.9580 0.42 0.14 0.56
H 4.0824 4.4864 1.4005 0.24 0.38 0.03
H 2.6900 3.8945 1.3486 -0.44 -0.01 -0.36
O -2.1656 -0.5160 4.5040 -1.36 -0.33 0.15
H -1.7204 0.2177 4.0800 0.24 0.37 -0.25
H -1.4572 -1.0857 4.8037 0.34 -0.01 0.18
O -0.7416 -3.1425 -2.2267 -0.07 -0.72 0.12
H -1.5547 -2.9694 -2.7012 -0.21 0.03 0.05
H -0.3812 -2.2748 -2.0436 0.12 0.30 0.04
O 1.7785 3.0514 0.1322 0.09 0.11 -0.10
H 1.0067 2.7189 0.5905 -0.34 -0.52 0.25
H 1.5910 2.9003 -0.7942 0.04 0.07 -0.34
O 1.5911 1.7303 -3.5780 -0.63 -0.49 -0.07
H 1.1909 2.5694 -3.3499 0.24 0.32 0.03
H 2.4743 1.7784 -3.2123 0.85 0.23 0.29
O 4.7864 2.1393 0.4111 0.26 -0.01 -0.57
H 4.0962 2.7485 0.6737 -0.40 -0.02 0.45
H 4.9298 1.5919 1.1831 0.13 -0.16 0.17
O -0.7521 1.4065 3.2157 -0.15 -0.22 0.02
H 0.1892 1.2341 3.1925 0.42 -0.04 0.26
H -0.8959 2.0474 2.5194 0.04 0.38 -0.07
O -0.1622 3.9632 -2.1868 0.22 -0.19 0.17
H -0.4924 4.7705 -2.5811 -0.02 0.34 -0.10
H -0.4095 3.2756 -2.8052 -0.42 -0.22 -0.06
O 0.1697 -1.8051 -5.4786 0.38 -0.45 0.09
H 0.2088 -1.1713 -6.1948 0.05 0.32 -0.18
H -0.6789 -1.6475 -5.0647 -0.43 0.23 0.12
O -0.6080 -4.0225 3.1970 1.04 -0.28 -0.23
H -1.5391 -3.9696 3.4129 -1.26 0.25 -0.31
H -0.3265 -4.8651 3.5536 0.24 -0.25 0.12
O -2.2170 -0.8211 -3.8918 0.34 -0.16 0.03
H -2.8112 -1.4176 -4.3471 -0.52 -0.18 -0.07
H -2.6380 0.0358 -3.9606 -0.09 0.18 -0.08
O -3.3053 -2.1868 0.4094 0.31 -0.38 -0.01
H -2.9836 -1.2890 0.4914 -0.07 0.37 0.14
H -4.2576 -2.0978 0.3698 -0.27 0.10 -0.02
```
Positions in Å, forces in eV/Å.

As for the multiplicity: 1. Its total energy is -1911.00167 hartree. The calculation puts the HOMO-LUMO gap at 8.514 eV. The LUMO energy is -1.0010 eV. The calculation puts the relative energy (zero: lowest compared OMol25 entry of this formula, charge and spin) at 86.5 kcal per mole.

Atom charges from the Mulliken analysis, given in e for atoms 1 to 4:
1 O -0.6019
2 H 0.3102
3 H 0.2955
4 O -0.7056

Formula: H54O27
Source: the OMol25 dataset
Level of theory: ωB97M-V with the def2-TZVPD basis set

The geometry in XYZ format:
```
81
Properties=species:S:1:pos:R:3:forces:R:3
O -3.2353 4.1482 -4.0315 0.78 -1.07 0.57
H -3.7836 4.3428 -4.7769 -0.59 0.31 -0.61
H -2.8752 3.2342 -4.2354 -0.39 1.05 0.21
O 1.6832 -4.4364 1.0966 -0.90 0.44 0.85
H 1.3494 -3.8483 1.8257 0.49 -0.70 -0.72
H 2.5606 -4.1284 0.8773 0.67 0.42 0.33
O 3.9862 -0.0871 2.4923 -0.61 -0.20 -0.95
H 4.2068 0.5638 3.1545 0.04 0.41 0.07
H 3.7220 0.3981 1.6613 0.67 -0.11 1.10
O 3.8377 -2.5665 1.1885 0.24 0.82 -0.42
H 3.5820 -2.1057 2.0017 0.07 -0.08 0.02
H 4.3450 -1.8577 0.7266 -0.29 -0.81 0.19
O -1.5122 4.0030 -1.1641 -0.19 -0.87 0.35
H -2.3910 3.6499 -0.8712 0.93 0.47 -0.47
H -1.5417 4.9519 -1.2355 -0.40 0.44 -0.01
O 3.5954 1.4580 0.1685 -0.33 -0.14 0.17
H 2.6333 1.3416 0.3263 0.67 0.08 -0.47
H 3.9017 0.7433 -0.4337 -0.17 -0.03 0.24
O -2.3850 1.6224 -4.3514 -0.18 -0.33 -1.23
H -1.7476 1.5382 -3.6514 0.68 -0.38 0.65
H -1.9725 1.2358 -5.1501 -0.28 0.31 0.75
O 0.9270 -0.4824 0.6030 -0.29 -0.25 0.26
H 1.3646 -0.1421 1.3995 -0.44 -0.07 -0.01
H 0.0647 -0.8510 0.8950 0.71 0.12 -0.09
O 1.2787 2.1224 1.6577 -0.18 0.04 -0.82
H 1.2320 2.3727 0.6684 -0.48 -0.10 1.19
H 1.7470 2.8606 2.0668 -0.14 0.11 0.26
O -4.2611 4.2465 1.4075 -0.77 -1.07 -0.87
H -5.1774 3.9430 1.5981 0.89 0.45 0.04
H -4.1178 3.7987 0.5353 -0.14 0.47 0.71
O -3.1388 0.0130 -0.8671 0.76 1.28 -0.16
H -3.5258 -0.6978 -0.3397 -0.19 -0.32 0.17
H -2.6579 0.6344 -0.2782 -0.38 -0.50 -0.11
O 0.9042 2.4977 -0.8138 -0.26 2.36 -1.15
H 0.5380 1.7173 -1.1910 -0.71 -1.55 -0.46
H 0.3598 3.2252 -1.2453 0.65 -1.06 1.07
O -1.4087 -2.5718 1.3014 0.88 -0.52 -1.99
H -2.0773 -2.0268 1.6637 -1.02 0.81 1.02
H -0.9469 -3.0599 1.9720 0.31 -0.14 1.07
O 0.3323 -0.4764 3.9475 -0.04 -0.51 -0.08
H 1.0505 0.1365 4.0703 0.26 0.44 -0.09
H -0.4207 -0.0284 3.5095 0.14 -0.15 0.30
O -4.1307 -2.2207 0.0801 1.00 -0.27 0.27
H -5.0365 -2.4735 0.1448 -0.95 -0.28 0.04
H -3.6167 -3.0472 -0.0847 -0.38 0.27 -0.23
O 0.9229 -5.3347 -1.3096 0.56 0.93 -0.11
H 0.3008 -5.9618 -0.9587 -0.48 -0.44 0.09
H 1.2452 -4.8771 -0.4962 -0.44 -0.39 -0.33
O -0.6155 -0.0015 -2.0004 1.46 0.33 -0.72
H -1.4070 -0.3943 -1.6535 -1.06 -0.28 0.53
H 0.1184 -0.6136 -1.8212 -0.22 0.18 0.07
O -1.6846 1.8312 1.2510 -0.84 -0.57 -0.22
H -0.7314 1.8770 1.2988 0.98 -0.02 0.11
H -1.9728 2.7257 1.4003 -0.30 0.70 0.06
O -4.0963 2.9289 -1.3134 0.04 -1.26 0.46
H -3.9022 3.5433 -2.0208 -0.08 0.11 -1.00
H -4.0020 2.0024 -1.6636 -0.05 1.15 0.44
O 4.5519 3.5155 -1.9971 0.03 -0.15 -1.21
H 4.3698 3.0242 -2.8234 0.13 0.54 0.61
H 4.4451 2.8485 -1.3249 -0.27 -0.36 0.68
O -2.1291 -0.0263 3.1366 -0.14 -0.59 0.10
H -2.7682 -0.2907 3.8080 0.01 0.30 -0.18
H -2.4554 0.7064 2.5984 0.00 0.20 -0.08
O -1.1852 -3.8270 -3.4164 -0.73 0.32 -0.16
H -0.4509 -3.7903 -2.7874 -0.03 0.32 -0.14
H -1.5600 -2.9444 -3.6230 0.85 -0.67 0.50
O 3.4301 3.5438 2.4152 0.81 0.28 -0.45
H 3.5533 2.9228 1.6824 0.05 -0.32 -0.02
H 4.0873 4.2157 2.1711 -0.37 0.05 0.40
O 2.1817 -1.9480 -1.4769 -0.15 -1.21 0.68
H 2.2481 -2.7907 -1.9756 -0.10 0.55 0.54
H 2.2587 -2.1929 -0.5049 -0.41 0.30 -1.27
O -2.4919 -4.3739 -0.6891 -0.35 0.15 0.17
H -1.9794 -3.8489 -0.0601 0.46 0.03 0.20
H -2.2119 -4.0686 -1.5612 0.09 -0.20 -0.28
O 0.4986 -3.2282 3.5579 0.05 0.47 -0.93
H 0.4530 -3.7848 4.3329 0.08 0.22 0.34
H 0.6041 -2.2687 3.7763 -0.27 -0.54 0.27
O 4.4384 -0.8266 -1.0718 1.53 0.90 0.31
H 3.6197 -1.2049 -1.4034 -0.86 -0.50 -0.57
H 5.0752 -0.7791 -1.7951 -0.14 -0.09 0.15
```
Positions in Å, forces in eV/Å.

As for the multiplicity: 1. Its total energy is -2063.98067 hartree. The calculation puts the HOMO-LUMO gap at 10.845 eV. The LUMO energy is 0.0215 eV. The calculation puts the relative energy (zero: lowest compared OMol25 entry of this formula, charge and spin) at 21.6 kcal per mole.

Atom charges from the Mulliken analysis, given in e for atoms 1 to 4:
1 O -0.6482
2 H 0.2837
3 H 0.4240
4 O -0.7748